No. 1
{
  "formula": "C23H21ClNO",
  "method": "ωB97M-V/def2-TZVPD",
  "multiplicity": 1,
  "charge": 1,
  "symbols": ["Cl", "C", "C", "C", "C", "C", "C", "C", "C", "C", "C", "C", "H", "H", "H", "H", "H", "H", "H", "H", "H", "H", "C", "C", "C", "C", "C", "C", "N", "C", "C", "C", "C", "O", "C", "C", "H", "H", "H", "H", "H", "H", "H", "H", "H", "H", "H"],
  "coordinates": [[-6.258733, -0.744825, 0.853645], [-4.562424, -0.973708, 0.703803], [-4.063764, -1.996970, -0.115197], [-2.695608, -2.217402, -0.150160], [-1.790493, -1.371497, 0.536341], [-0.356128, -1.564027, 0.442135], [0.522071, -1.214073, 1.635107], [1.839546, -2.045807, 1.391388], [1.453828, -3.012430, 0.314380], [0.183617, -2.737447, -0.165832], [-2.320829, -0.383420, 1.393903], [-3.695495, -0.166659, 1.461964], [-4.759760, -2.633919, -0.652475], [-2.347418, -3.081126, -0.711076], [0.675336, -0.136003, 1.863380], [0.036210, -1.664808, 2.553974], [2.706820, -1.430041, 1.147066], [2.054060, -2.568238, 2.321186], [2.084370, -3.799676, -0.077331], [-0.348102, -3.310716, -0.932269], [-1.629894, 0.193039, 2.008792], [-4.085838, 0.587099, 2.145014], [-1.917949, 0.764295, -4.184688], [-1.901074, -0.486187, -3.511206], [-1.022878, -0.676295, -2.446299], [-0.307578, 0.404366, -1.895530], [0.462224, 0.340629, -0.665815], [1.298162, 1.139606, -0.143497], [2.201175, 1.767043, 0.591477], [3.655272, 1.641043, 0.496322], [4.162151, 2.332771, 1.772428], [2.990594, 3.099437, 2.381299], [1.755466, 2.507741, 1.728944], [0.599104, 2.545193, 2.081813], [-0.297809, 1.630186, -2.601239], [-1.076440, 1.820604, -3.749619], [-2.565495, 0.895733, -5.053010], [-2.546092, -1.326855, -3.829233], [-0.865520, -1.665654, -2.006327], [3.919485, 0.580209, 0.430263], [4.017542, 2.124895, -0.418157], [4.496108, 1.545962, 2.457055], [5.018245, 2.964408, 1.524999], [2.915398, 2.977682, 3.466788], [3.043709, 4.167359, 2.129356], [0.358295, 2.410819, -2.212407], [-1.033465, 2.767662, -4.311454]],
  "forces_ev_per_a": [[0.1, 0.0, -0.1], [0.6, 0.2, 0.2], [0.1, 0.1, 0.5], [-0.2, 0.3, -0.2], [-0.5, 0.3, -0.2], [-0.3, -0.3, 2.4], [0.5, -0.6, 0.9], [-1.0, 0.4, 0.1], [-1.8, 1.0, -0.6], [1.9, -0.5, -0.4], [-0.3, -0.1, -0.4], [0.4, -0.3, 0.1], [0.2, 0.1, 0.1], [0.0, 0.3, 0.0], [-0.2, -1.0, -0.3], [0.3, 0.4, -1.0], [0.0, -0.1, -0.2], [0.4, -0.2, 0.0], [0.0, -0.1, 0.2], [0.5, 0.2, 0.4], [-0.3, 0.1, -0.2], [0.0, -0.2, -0.3], [0.4, -0.2, 0.7], [0.3, 0.5, -0.5], [0.1, 0.3, 0.5], [-0.4, 0.3, -1.4], [1.4, 1.4, -0.1], [-0.5, -1.9, -0.2], [-1.4, -0.4, -0.2], [0.1, 0.1, -0.5], [0.5, -0.5, 0.0], [-0.2, 0.0, -0.2], [-0.7, 0.2, 0.8], [1.2, 0.0, -0.5], [-0.4, -0.2, -0.2], [-0.2, -0.8, 0.0], [0.2, 0.0, 0.3], [0.5, 0.7, 0.0], [-0.4, 0.6, -0.4], [0.0, 0.2, 0.1], [-0.2, 0.0, 0.2], [0.1, 0.3, 0.0], [-0.2, -0.1, 0.2], [0.0, 0.2, -0.3], [-0.2, -0.2, 0.2], [-0.3, 0.0, -0.2], [-0.1, -0.6, 0.4]]
}

No. 2
{
  "formula": "C3H8BrN2",
  "method": "ωB97M-V/def2-TZVPD",
  "multiplicity": 1,
  "charge": 1,
  "e_above_lowest_ev": 2.558,
  "symbols": ["C", "C", "C", "N", "N", "Br", "H", "H", "H", "H", "H", "H", "H", "H"],
  "coordinates": [[0.910742, 1.105961, -0.579724], [-1.515417, -1.633035, 0.268499], [0.198434, -0.099610, -0.779742], [0.765441, 1.997767, 0.484759], [-0.671638, -0.510721, 0.129717], [2.723095, -0.331802, -0.044999], [1.214713, 1.642547, -1.529530], [-1.388681, -2.047229, -0.696559], [-1.166662, -2.148259, 1.121740], [-2.533610, -1.366834, 0.388520], [0.361057, -0.667862, -1.820273], [1.451100, 2.611756, 0.913448], [0.212927, 1.489866, 1.169586], [-0.561503, -0.042544, 0.974562]],
  "forces_ev_per_a": [[3.7, 3.9, -0.1], [0.3, -0.1, -1.4], [-1.8, -3.1, -1.0], [-2.0, -2.9, -0.7], [2.0, 2.0, -1.6], [-1.2, 0.6, -0.7], [0.1, -1.1, 1.1], [-0.3, -1.9, -0.6], [0.2, -1.3, 0.6], [-1.0, 0.6, 0.2], [-0.7, 1.4, 2.6], [0.2, -0.2, -0.8], [0.4, 1.1, 0.7], [-0.1, 1.2, 1.7]]
}

Number 1: HOMO level -11.5 eV, gap between HOMO and LUMO 6.39 eV. Number 2: HOMO level -14.2 eV, gap between HOMO and LUMO 8.21 eV.